Entry 1:
Molecular formula: C20H42F9O10Y
Method: DFT, the ωB97M-V functional and the def2-TZVPD basis

Element x y z (Å)
F (-1.20742, 1.53773, -5.50137)
H (-1.31725, 5.73870, 2.81377)
H (-1.96925, 4.45228, 3.78914)
C (0.43495, -2.41750, 2.25554)
H (1.21363, -2.45963, -1.30130)
C (1.18177, 2.90881, 1.98571)
C (-0.56109, 1.07084, -4.41273)
O (0.89109, 1.96011, 1.13343)
H (2.68688, -0.26819, 1.50625)
H (-1.05257, -3.58394, -1.41066)
H (1.58338, 2.44665, 2.92160)
H (4.08023, 0.46043, 1.10969)
H (3.95549, -5.16920, 3.10321)
H (-3.78332, 0.82289, 1.33851)
O (-0.26955, 1.47851, -2.09507)
C (-2.74264, 0.53884, 1.51927)
F (1.90175, 5.10473, 1.21074)
F (3.25741, 3.99630, 2.48849)
H (3.38620, 0.60403, -1.06558)
O (0.03644, 3.66364, 2.34649)
H (4.33707, -1.54432, -0.73626)
H (4.66527, -1.89691, 1.01956)
H (-1.25235, 0.86003, 3.06434)
C (2.32509, 3.86245, 1.52525)
H (-2.87878, 0.59809, 3.65319)
H (-2.43385, 1.73613, -0.00181)
C (-2.58457, -2.11087, -1.16279)
H (-2.66377, -0.53871, 1.43405)
C (3.37754, -4.64943, 2.33399)
O (-1.91265, 1.06108, 0.43867)
F (-1.90821, -2.42103, 2.69906)
O (2.68427, 0.42834, -0.43196)
H (1.48973, -4.78008, 3.32504)
F (-1.17925, -3.90259, 1.27074)
H (-3.57473, -1.87819, -1.55804)
H (0.39352, 3.78227, 4.39172)
C (-1.14828, 5.17183, 3.73014)
C (-3.45583, 1.77346, -3.59806)
F (0.74181, 1.26934, -4.61106)
H (-2.05035, -3.34953, -2.89163)
O (1.00737, -1.55770, -1.57431)
H (0.96402, 5.13169, 3.47560)
H (-2.37288, 2.16245, 2.91127)
F (-0.77279, -0.26661, -4.38514)
C (0.13538, 4.40774, 3.52014)
H (1.90880, -3.38735, -3.49735)
O (-1.68711, -0.99487, -1.36590)
C (3.37169, -0.24454, 0.65132)
H (3.12530, -5.36792, 1.55652)
H (-2.05183, -0.44023, -2.07699)
H (1.96393, -2.14297, -4.74966)
C (1.50725, -2.41426, -3.79651)
C (2.13709, -3.99759, 2.91983)
C (-2.30474, 1.07638, 2.85618)
H (-4.55823, 3.49002, -4.12076)
C (-0.86589, -3.21611, 2.39040)
F (-0.75511, -4.13173, 3.39312)
O (1.48367, -3.29028, 1.87734)
H (2.44135, -3.33497, 3.73949)
C (1.77298, -1.32585, -2.77670)
H (-2.68653, -4.21162, -1.50008)
H (-1.14022, 2.82096, -3.34590)
H (-3.44646, 1.44192, -4.64146)
H (-1.11023, 5.77788, 4.62799)
H (-4.34429, 1.32209, -3.14705)
H (4.06948, -3.88806, 1.96651)
C (-1.04819, 1.74404, -3.12417)
O (-2.38179, 1.23856, -2.85907)
Y (0.25178, 0.20476, -0.25703)
H (-2.63832, -2.26073, -0.08566)
C (-2.04698, -3.37599, -1.80288)
H (1.39426, -0.38828, -3.17318)
H (-2.81972, 3.79952, -4.06647)
O (0.33499, -1.44092, 1.34814)
H (0.62376, -1.96401, 3.24892)
C (3.93537, -1.57961, 0.28291)
H (-3.78755, 3.67653, -2.56467)
H (3.12081, -2.30127, 0.18346)
F (2.95279, 3.39647, 0.43176)
H (2.83932, -1.26458, -2.56054)
H (0.43874, -2.54242, -3.96840)
C (-3.63903, 3.28204, -3.57029)

Properties
Electronic energy, eV: -67401.686
Frontier orbital gap, eV: 8.894
ΔE to the lowest compared entry with this formula, charge and spin, kJ/mol: 20.12


Entry 2:
Molecular formula: C3H6N2O2
Method: DFT, the ωB97M-V functional and the def2-TZVPD basis

Element x y z (Å)
O (0.48243, -0.93874, 0.41445)
C (-0.55605, 0.93386, -0.79736)
N (1.21428, -0.54400, -1.65167)
H (1.93719, -1.22939, -1.49105)
H (-1.60665, 0.69332, -0.57401)
H (0.57106, 0.18417, 2.15487)
N (-1.28396, -0.80056, 1.82169)
H (1.08541, -0.19226, -2.58571)
C (-0.11595, -0.42242, 1.56869)
H (-1.58652, -0.42616, 2.71787)
H (-0.47880, 1.43367, -1.77716)
C (0.40077, -0.14816, -0.66073)
O (0.24000, 1.50265, 0.17677)

Properties
Electronic energy, eV: -10280.941
Frontier orbital gap, eV: 9.591
ΔE to the lowest compared entry with this formula, charge and spin, kJ/mol: 372.10


Entry 3:
Molecular formula: C4H3NO3
Method: DFT, the ωB97M-V functional and the def2-TZVPD basis

Element x y z (Å)
H (2.57441, 0.80718, -0.68110)
C (-1.52403, 0.86261, -0.06909)
C (1.89748, -0.05328, 0.09746)
O (-2.86752, -1.24407, -0.00241)
O (-0.15529, 1.08783, -0.12326)
H (2.36083, -0.97428, -0.23057)
N (-0.35312, -1.32249, -0.15516)
O (-2.38947, 1.60702, 0.00304)
H (1.84384, 0.19074, 1.24863)
C (0.38519, -0.21088, -0.12283)
C (-1.77232, -0.75040, 0.03530)

Properties
Electronic energy, eV: -11826.924
Frontier orbital gap, eV: 9.294
ΔE to the lowest compared entry with this formula, charge and spin, kJ/mol: 251.81


Entry 4:
Molecular formula: C2H5NO2
Method: DFT, the ωB97M-V functional and the def2-TZVPD basis

Element x y z (Å)
C (-0.19250, -0.16392, -0.08353)
O (-0.69910, -1.29863, -0.19805)
C (0.55014, 0.32693, -1.30129)
H (-0.70982, -1.29453, 1.74612)
H (-0.10768, 1.39634, 1.43105)
H (-0.02863, -0.37731, -2.52236)
H (1.72291, -0.29607, -1.01338)
N (-0.15830, 0.37783, 1.14614)
O (-0.71910, -0.37299, 2.17605)
H (0.34208, 1.70235, -1.38076)

Properties
Electronic energy, eV: -7734.922
Frontier orbital gap, eV: 9.861
ΔE to the lowest compared entry with this formula, charge and spin, kJ/mol: 562.43


Entry 5:
Molecular formula: C3H5ClFNO
Method: DFT, the ωB97M-V functional and the def2-TZVPD basis

Element x y z (Å)
H (-0.54343, 3.46511, 1.11229)
H (1.15705, 0.53899, -1.19698)
N (0.10208, 1.51611, 0.48976)
C (-0.71000, 2.09913, 1.40368)
Cl (-0.95371, -1.11754, -2.28926)
H (1.60286, -0.98335, 0.29095)
F (0.90450, -2.80009, -1.42682)
C (0.12707, -1.60088, -1.00944)
O (-0.15386, -0.05562, 0.69193)
C (0.91420, -0.32421, -0.39048)
H (-0.73787, -1.89247, -0.18637)
H (-1.70889, 1.15484, 2.51074)

Properties
Electronic energy, eV: -21960.209
Frontier orbital gap, eV: 9.279
ΔE to the lowest compared entry with this formula, charge and spin, kJ/mol: 748.27


Entry 6:
Molecular formula: C2H3ClN2
Method: DFT, the ωB97M-V functional and the def2-TZVPD basis

Element x y z (Å)
C (0.71938, 0.00307, 0.51023)
H (0.25845, 0.39987, 1.41266)
N (-2.41327, 0.65456, -0.32493)
N (-1.38378, 0.29439, -0.52341)
H (0.20118, -0.20158, -1.62304)
C (-0.17793, 0.12040, -0.66301)
Cl (1.11426, -1.74636, 0.88562)
H (1.68169, 0.47565, 0.32588)

Properties
Electronic energy, eV: -17623.201
Frontier orbital gap, eV: 9.528
ΔE to the lowest compared entry with this formula, charge and spin, kJ/mol: 213.03


| no. | largest force on an atom (eV Å⁻¹) |
| --- | --- |
| 1 | 2.25 |
| 2 | 0.54 |
| 3 | 4.54 |
| 4 | 5.19 |
| 5 | 8.25 |
| 6 | 5.61 |